9
Properties=species:S:1:pos:R:3:forces:R:3 method="wB97M-V/def2-TZVPD" total_charge=-1 e_above_lowest_kcal_mol=20.93 total_energy_ev=-23490.3488 homo_energy_ha="-0.129 / -0.129" max_force_ev_per_a=4.81
C -0.10767 0.05728 -0.46564 -3.258 2.646 0.914
C -1.01361 0.84479 -0.23185 3.190 -1.578 -0.123
C -2.26531 1.21399 0.13532 -4.058 1.315 2.214
O -2.46657 -1.44086 -0.92471 -0.286 -0.591 -0.055
O -3.82881 -1.33934 1.17694 0.383 0.424 -1.398
F -2.93726 2.05786 -0.69489 -0.005 0.135 -1.166
F -2.41714 1.97350 1.36838 0.796 -1.430 -0.827
S -3.54863 -0.79644 -0.18308 0.567 0.736 1.617
H 0.64466 -0.39099 -0.93838 2.671 -1.658 -1.176